1.
C4H12S2 | ωB97M-V/def2-TZVPD

Each line ends with the natural charge from an NBO analysis.
Positions of all 18 atoms, in Å:
S1 -3.102 -0.436 -0.734  -0.11
S2 2.474 0.679 -1.089  -0.60
C1 2.129 -0.508 0.272  -0.63
C2 -1.751 0.804 -0.607  -0.53
C3 0.974 -1.445 -0.095  -0.63
C4 -1.297 1.008 0.856  -0.68
H1 2.720 1.717 -0.259  -0.01
H2 -1.011 0.512 -1.347  0.23
H3 -2.431 -1.521 -0.315  0.11
H4 3.036 -1.071 0.469  0.20
H5 -0.508 1.760 0.716  0.22
H6 1.115 -1.720 -1.140  0.21
H7 0.886 -2.308 0.564  0.19
H8 0.032 -0.904 -0.068  0.20
H9 -2.140 1.439 1.383  0.21
H10 -0.823 0.115 1.239  0.21
H11 -2.160 1.752 -0.957  0.22
H12 1.857 0.128 1.113  0.20

## Properties
* charge: -1
* HOMO-LUMO gap (spin up / spin down): 1.86 / 8.03 eV
* highest occupied orbital energy (spin up / spin down): 0.034 / -0.195 Eh
* E: -26011.619 eV
* spin multiplicity: 2

***

2.
C4H12S2 | ωB97M-V/def2-TZVPD

Each line ends with the natural charge from an NBO analysis.
Positions of all 18 atoms, in Å:
S1 0.131 0.046 -1.908  -0.06
S2 0.545 -2.924 0.778  -0.07
C1 1.358 -1.742 1.934  -0.51
C2 -0.161 1.863 -1.936  -0.49
C3 0.521 -1.473 3.166  -0.62
C4 -1.455 2.284 -2.656  -0.62
H1 1.525 -0.802 1.417  0.22
H2 -1.310 1.996 -3.705  0.21
H3 2.277 -2.200 2.291  0.22
H4 0.997 -0.709 3.792  0.21
H5 -1.185 -0.198 -1.646  0.12
H6 -2.201 1.598 -2.268  0.21
H7 -0.183 2.212 -0.905  0.20
H8 0.385 -2.315 3.855  0.21
H9 0.760 2.233 -2.383  0.21
H10 -0.512 -1.141 3.036  0.21
H11 0.211 -2.068 -0.190  0.13
H12 -1.704 3.338 -2.670  0.22

## Properties
* HOMO-LUMO gap: 9.69 eV
* highest occupied orbital energy: -0.325 Eh
* E: -26012.588 eV
* SMILES string: CCS.CCS

***

3.
C4H12S4 | ωB97M-V/def2-TZVPD

Each line ends with the natural charge from an NBO analysis.
Positions of all 20 atoms, in Å:
S1 2.606 0.125 2.279  0.11
S2 -2.079 -2.485 -1.871  0.12
S3 3.050 1.920 1.314  0.08
S4 -0.879 -1.911 -0.288  0.05
C1 1.590 -0.877 1.212  -0.79
C2 -3.432 -1.344 -1.704  -0.78
C3 1.538 2.899 1.390  -0.77
C4 0.062 -0.485 -1.010  -0.75
H1 -3.928 -1.426 -0.722  0.23
H2 1.348 3.010 2.471  0.23
H3 0.574 -0.526 0.966  0.21
H4 0.829 -0.850 -1.713  0.22
H5 -0.659 0.136 -1.568  0.22
H6 0.552 0.144 -0.249  0.23
H7 1.521 -1.902 1.613  0.25
H8 1.597 3.904 0.938  0.24
H9 0.690 2.359 0.937  0.21
H10 -2.974 -0.344 -1.785  0.22
H11 -4.195 -1.447 -2.494  0.24
H12 2.188 -0.901 0.285  0.22

## Properties
* HOMO-LUMO gap: 9.39 eV
* highest occupied orbital energy: -0.320 Eh
* E: -47682.508 eV
* SMILES string: CSSC.CSSC

***

4.
C4H13B2NO2 | ωB97M-V/def2-TZVPD

Each line ends with the natural charge from an NBO analysis.
Positions of all 22 atoms, in Å:
O1 -2.229 1.240 1.353  -0.89
O2 -1.621 -2.096 0.167  -0.86
N1 -2.202 1.210 -1.013  -1.06
C1 1.402 1.388 0.040  -0.63
C2 0.637 -1.072 0.327  -0.56
C3 1.222 -1.466 -1.037  -0.60
C4 1.367 0.137 0.935  -0.39
B1 -1.791 0.599 0.197  0.69
B2 -0.936 -0.910 0.241  0.69
H1 1.022 2.271 0.555  0.21
H2 0.790 1.266 -0.854  0.20
H3 -1.651 1.143 2.108  0.49
H4 0.811 -1.928 0.991  0.22
H5 0.915 0.386 1.900  0.19
H6 0.984 -0.745 -1.823  0.19
H7 -2.313 2.215 -1.017  0.39
H8 2.311 -1.543 -0.988  0.20
H9 2.391 -0.168 1.168  0.20
H10 -1.793 0.896 -1.879  0.38
H11 -2.571 -2.016 0.275  0.49
H12 0.840 -2.435 -1.361  0.22
H13 2.414 1.625 -0.286  0.21

## Properties
* HOMO-LUMO gap: 9.76 eV
* highest occupied orbital energy: -0.339 Eh
* E: -11300.128 eV
* SMILES string: CC[C@H](C)B(O)B(N)O

***

5.
C4H13B2OP | ωB97M-V/def2-TZVPD

Each line ends with the natural charge from an NBO analysis.
Positions of all 21 atoms, in Å:
P1 -1.913 0.268 -0.902  0.49
O1 2.189 1.648 -1.601  -0.91
C1 1.953 -0.985 0.961  -0.63
C2 -1.980 1.296 0.705  -0.94
C3 1.554 0.631 0.805  -0.78
C4 -2.204 -1.590 -0.395  -0.89
B1 -0.093 0.250 -1.579  -0.07
B2 1.218 0.862 -0.788  0.75
H1 -1.663 0.660 1.661  0.22
H2 -3.049 1.790 0.897  0.25
H3 -1.616 -1.711 0.634  0.23
H4 -1.617 -2.214 -1.209  0.24
H5 2.478 1.323 1.098  0.23
H6 -1.180 2.170 0.603  0.24
H7 0.064 -0.282 -2.634  -0.04
H8 -3.341 -1.860 -0.313  0.25
H9 2.384 1.035 -2.390  0.49
H10 2.036 -1.319 2.089  0.23
H11 1.135 -1.693 0.463  0.20
H12 0.689 0.908 1.544  0.23
H13 2.955 -1.188 0.351  0.22

## Properties
* HOMO-LUMO gap: 7.47 eV
* highest occupied orbital energy: -0.302 Eh
* E: -17045.341 eV
* SMILES string: CCB(O)BP(C)C

***

6.
C4H13F4InN2O11S4 | ωB97M-V/def2-TZVPD

Each line ends with the natural charge from an NBO analysis.
Positions of all 39 atoms, in Å:
In1 -19.047 16.783 11.240  1.62
S1 -21.119 19.710 9.439  2.34
S2 -18.913 20.481 9.357  2.38
S3 -22.073 16.658 14.008  2.41
S4 -21.193 14.534 14.054  2.34
F1 -21.876 18.510 10.242  -0.50
F2 -17.488 20.049 10.002  -0.53
F3 -21.971 18.022 13.133  -0.52
F4 -19.826 13.862 13.504  -0.52
O1 -19.634 14.148 10.157  -0.63
O2 -22.129 13.680 13.371  -0.85
O3 -21.845 17.130 15.382  -0.87
O4 -17.684 16.350 13.851  -0.75
O5 -18.686 20.219 7.933  -0.85
O6 -21.814 20.899 9.883  -0.81
O7 -21.025 14.459 15.522  -0.82
O8 -19.050 21.867 9.713  -0.82
O9 -21.140 19.286 8.032  -0.82
O10 -23.357 16.195 13.626  -0.85
O11 -16.274 17.674 11.099  -0.74
N1 -20.936 15.996 13.252  -1.17
N2 -19.645 19.417 10.224  -1.12
C1 -17.497 17.340 16.178  -0.64
C2 -15.539 18.565 11.822  -0.07
C3 -14.793 17.730 12.855  -0.64
C4 -18.357 16.756 15.031  -0.10
H1 -14.864 19.119 11.170  0.19
H2 -15.306 16.965 13.437  0.22
H3 -16.105 19.354 12.316  0.19
H4 -19.220 17.414 14.932  0.21
H5 -18.768 15.824 15.421  0.18
H6 -20.067 13.424 10.649  0.46
H7 -18.071 17.652 17.051  0.24
H8 -14.029 17.099 12.399  0.21
H9 -14.215 18.348 13.541  0.22
H10 -16.956 18.225 15.844  0.21
H11 -17.069 15.681 14.159  0.49
H12 -16.791 16.584 16.522  0.20
H13 -15.998 17.572 10.186  0.51

## Properties
* HOMO-LUMO gap: 3.70 eV
* highest occupied orbital energy: -0.401 Eh
* E: -89233.752 eV

***

7.
C4H13IMnOP | ωB97M-V/def2-TZVPD

Each line ends with the natural charge from an NBO analysis.
Positions of all 21 atoms, in Å:
I1 1.429 -0.464 3.204  -0.39
Mn1 3.752 1.211 3.208  0.87
P1 1.633 -1.471 0.891  0.23
O1 -2.208 1.305 -1.616  -0.52
C1 -1.163 2.252 -1.742  -0.27
C2 -1.941 0.219 -0.729  -0.06
C3 -0.294 -1.288 0.537  -0.45
C4 -0.466 0.057 -0.258  -0.47
H1 -0.595 -2.141 -0.094  0.25
H2 1.864 -0.139 0.355  0.07
H3 -0.291 1.873 -2.314  0.17
H4 -0.197 0.872 0.435  0.22
H5 -0.805 -1.274 1.515  0.23
H6 -2.196 -0.707 -1.290  0.18
H7 3.083 -1.569 1.045  0.11
H8 0.229 -0.027 -1.115  0.22
H9 1.784 -1.984 -0.455  -0.06
H10 1.448 -2.804 1.433  0.10
H11 -0.864 2.725 -0.786  0.17
H12 -1.574 3.074 -2.361  0.21
H13 -2.628 0.280 0.135  0.18

## Properties
* charge: +1
* HOMO-LUMO gap (spin up / spin down): 7.22 / 4.05 eV
* highest occupied orbital energy (spin up / spin down): -0.457 / -0.403 Eh
* E: -55101.742 eV
* spin multiplicity: 6

***

8.
C4H13IN2O3 | ωB97M-V/def2-TZVPD

Each line ends with the natural charge from an NBO analysis.
Positions of all 23 atoms, in Å:
I1 0.415 0.641 -1.786  -0.93
O1 -5.180 -0.759 -2.650  -0.66
O2 2.019 0.042 2.156  -0.71
O3 1.131 -1.980 0.546  -0.76
N1 -3.469 0.325 -1.689  -0.80
N2 2.224 2.104 1.381  -0.79
C1 2.516 1.153 2.247  0.69
C2 -3.963 -0.627 -2.398  0.66
C3 -2.939 -1.640 -2.977  -0.72
C4 3.462 1.428 3.409  -0.70
H1 1.647 1.895 0.578  0.44
H2 -4.057 0.858 -1.064  0.40
H3 4.365 0.868 3.166  0.24
H4 1.404 -2.386 -0.280  0.56
H5 0.235 -2.237 0.772  0.55
H6 -3.131 -2.628 -2.560  0.23
H7 3.673 2.497 3.440  0.21
H8 1.160 -1.021 0.579  0.59
H9 -1.911 -1.289 -2.889  0.22
H10 -2.466 0.442 -1.647  0.42
H11 -3.060 -1.706 -4.059  0.23
H12 2.814 2.922 1.337  0.39
H13 3.113 1.097 4.387  0.25

## Properties
* HOMO-LUMO gap: 7.25 eV
* highest occupied orbital energy: -0.299 Eh
* E: -21582.285 eV

***

9.
C4H13IO5Zn | ωB97M-V/def2-TZVPD

Each line ends with the natural charge from an NBO analysis.
Positions of all 24 atoms, in Å:
I1 0.338 -0.775 3.421  -0.81
Zn1 0.617 -0.310 0.810  1.62
O1 0.069 -2.243 0.166  -0.79
O2 2.475 -0.455 0.347  -1.33
O3 0.843 1.947 0.831  -0.74
O4 0.198 -0.161 -1.478  -0.74
O5 -1.441 0.544 0.761  -0.77
C1 0.007 -1.442 -2.067  -0.08
C2 -0.328 2.730 0.707  -0.09
C3 0.502 -2.531 -1.156  -0.09
C4 -1.528 1.920 1.161  -0.09
H1 -0.040 -3.035 0.698  0.52
H2 -0.446 3.097 -0.322  0.16
H3 -1.605 1.945 2.250  0.20
H4 -2.310 0.243 0.489  0.50
H5 2.737 -1.268 0.800  0.44
H6 -0.102 0.485 -2.121  0.49
H7 0.533 -1.505 -3.022  0.18
H8 -2.422 2.373 0.732  0.18
H9 0.060 -3.465 -1.506  0.18
H10 -0.283 3.613 1.355  0.18
H11 1.600 2.480 0.571  0.51
H12 -1.066 -1.598 -2.257  0.16
H13 1.592 -2.587 -1.171  0.21

## Properties
* HOMO-LUMO gap: 7.39 eV
* highest occupied orbital energy: -0.276 Eh
* E: -71115.424 eV

***

10.
C4H13N | ωB97M-V/def2-TZVPD

Each line ends with the natural charge from an NBO analysis.
Positions of all 18 atoms, in Å:
N1 -1.745 0.300 1.585  -0.63
C1 2.768 -0.492 -2.658  -0.62
C2 3.786 0.229 -1.799  -0.62
C3 -2.326 -0.170 0.353  -0.41
C4 -2.641 0.185 2.693  -0.43
H1 1.926 -0.873 -2.098  0.21
H2 -1.539 -0.567 -0.307  0.20
H3 4.564 -0.364 -1.248  0.20
H4 -3.142 -0.897 0.456  0.17
H5 2.543 0.345 -3.400  0.21
H6 -0.857 -0.142 1.825  0.36
H7 3.325 0.958 -1.071  0.21
H8 -2.791 0.692 -0.148  0.19
H9 -3.617 0.743 2.567  0.19
H10 4.485 0.904 -2.318  0.20
H11 3.178 -1.274 -3.330  0.21
H12 -2.979 -0.824 2.965  0.17
H13 -2.329 0.834 3.517  0.21

## Properties
* HOMO-LUMO gap: 9.70 eV
* highest occupied orbital energy: -0.321 Eh
* E: -5847.662 eV
* SMILES string: CNC.CC

***

11.
C4H13N | ωB97M-V/def2-TZVPD

Each line ends with the natural charge from an NBO analysis.
Positions of all 18 atoms, in Å:
N1 -1.354 0.811 0.005  -0.62
C1 1.981 0.385 -0.393  -0.61
C2 -2.737 0.808 -0.556  -0.41
C3 -1.046 -0.475 0.654  -0.43
C4 2.574 -0.996 -0.024  -0.62
H1 -1.287 1.479 0.764  0.35
H2 -0.355 -1.181 0.199  0.19
H3 1.497 0.507 -1.355  0.21
H4 2.829 1.095 -0.455  0.20
H5 3.436 -0.821 0.634  0.21
H6 -0.631 -0.214 1.641  0.19
H7 1.777 -1.659 0.423  0.20
H8 3.087 -1.604 -0.788  0.21
H9 -3.407 0.480 0.264  0.16
H10 -1.975 -1.047 0.842  0.17
H11 1.327 0.684 0.413  0.21
H12 -2.729 -0.026 -1.264  0.19
H13 -2.989 1.774 -1.004  0.21

## Properties
* HOMO-LUMO gap: 9.99 eV
* highest occupied orbital energy: -0.326 Eh
* E: -5847.817 eV
* SMILES string: CNC.CC

***

12.
C4H13N2 | ωB97M-V/def2-TZVPD

Each line ends with the natural charge from an NBO analysis.
Positions of all 19 atoms, in Å:
N1 -1.905 0.310 0.353  -0.69
N2 1.513 1.318 0.197  -0.85
C1 0.721 -1.070 0.160  -0.46
C2 -0.166 -0.834 -1.052  -0.46
C3 -1.038 0.390 -0.935  -0.21
C4 1.165 0.133 1.018  -0.22
H1 2.020 0.982 -0.622  0.36
H2 -1.512 0.875 1.104  0.45
H3 -1.806 0.505 -1.699  0.22
H4 1.704 -1.440 -0.146  0.24
H5 -1.801 -0.656 0.685  0.44
H6 0.431 -0.928 -1.957  0.27
H7 -2.894 0.512 0.204  0.45
H8 0.393 -1.917 0.771  0.23
H9 2.006 -0.244 1.606  0.21
H10 0.417 0.493 1.735  0.15
H11 -0.962 -1.581 -1.233  0.22
H12 2.248 1.798 0.704  0.38
H13 -0.534 1.355 -0.891  0.26

## Properties
* charge: +1
* HOMO-LUMO gap: 10.06 eV
* highest occupied orbital energy: -0.499 Eh
* E: -7332.018 eV
* SMILES string: NCCCC[NH3+]

***

no.,largest force on an atom (eV/A)
1,2.5
2,2.3
3,2.2
4,0.6
5,3.4
6,9.8
7,4.0
8,5.2
9,1.3
10,2.7
11,1.9
12,2.0